Record 1
This record from the Open Molecules 2025 dataset describes 2 unconnected molecules or ions with the total composition C6H14N2O2. The level of theory is wB97M-V/def2-TZVPD.

The geometry in XYZ format:
```
24
Properties=species:S:1:pos:R:3:forces:R:3
O -1.689 1.047 0.428 0.8 0.8 0.2
O 2.174 -1.982 1.660 -0.7 0.1 0.7
N -1.702 0.649 -1.710 1.1 1.1 -0.5
N 1.377 -0.159 0.602 -1.3 0.1 0.7
C 0.835 -2.373 -0.249 -2.1 -0.4 -0.3
C -0.351 2.629 -0.721 0.6 -0.1 -1.1
C 1.711 0.777 1.672 2.4 -0.2 -0.3
C -1.265 1.427 -0.666 -1.5 -1.2 1.5
C 1.435 -1.509 0.814 2.3 -0.2 -0.8
C -2.333 -0.599 -1.360 -0.3 -0.6 0.2
H 0.631 -1.823 -1.152 0.1 0.4 -0.5
H 0.818 0.195 -0.149 -0.3 -0.2 0.0
H -1.614 -1.234 -0.831 -0.3 0.2 0.2
H -0.171 -2.708 0.067 0.3 0.2 0.2
H 1.297 -3.308 -0.540 0.8 0.2 0.5
H -2.605 -1.167 -2.250 -0.2 0.4 -0.1
H 1.509 0.367 2.683 0.3 0.1 -0.8
H -0.798 3.476 -0.205 -0.3 -0.1 0.0
H 0.577 2.402 -0.139 -0.7 0.1 -0.8
H 1.233 1.752 1.603 -0.3 -0.3 -0.3
H 2.831 0.949 1.486 -1.4 0.0 1.1
H -0.121 2.931 -1.768 0.1 -0.2 0.7
H -1.415 0.818 -2.656 0.1 0.0 -0.1
H -3.212 -0.421 -0.714 0.5 -0.2 -0.4
```
Positions in Å, forces in eV/Å.

**Energy relative to the best compared isomer or geometry (same formula, charge and spin)**: 30.8 kcal per mole
**Highest occupied orbital energy**: -9.44 eV
**LUMO level**: 0.62 eV
**Charge**: 0
**Structure (SMILES)**: CNC(C)=O.CNC(C)=O

---

Record 2
This record from the Open Molecules 2025 dataset describes 9 unconnected molecules or ions with the total composition C46H107N5O8S4. The level of theory is wB97M-V/def2-TZVPD.

The geometry in XYZ format:
```
170
Properties=species:S:1:pos:R:3:forces:R:3
S 2.144 6.290 2.390 -1.4 0.5 0.6
S 0.516 0.407 0.546 -0.5 0.0 -0.5
S -7.045 -2.754 -2.405 -2.0 -1.9 0.2
S -1.792 -3.538 4.721 0.0 0.9 -0.4
O -7.190 -2.070 -3.699 0.3 -0.4 1.9
O 1.608 7.490 3.075 1.5 -1.6 -0.9
O -8.245 -3.326 -1.705 2.3 1.5 -1.5
O -0.656 -2.960 4.010 -0.7 -0.1 0.4
O 1.889 0.354 1.033 -0.8 0.7 0.0
O 3.542 6.053 2.070 -0.8 0.6 0.4
O -2.972 -2.691 4.985 1.6 -1.4 -0.3
O -0.078 1.673 0.041 1.0 -2.1 0.8
N -1.254 0.326 7.024 0.8 0.9 -1.7
N 3.254 -4.430 0.633 -1.7 -0.3 0.8
N -1.342 5.545 -4.251 -0.4 0.7 0.6
N 4.464 2.034 -2.982 -1.1 0.2 0.2
N -0.303 -1.408 -4.259 1.6 -0.3 -0.3
C -3.756 5.987 -4.670 -0.9 0.8 0.0
C -4.593 -2.230 -1.571 0.1 0.7 0.8
C 0.471 -0.292 -4.908 -1.1 0.5 1.8
C -2.079 -1.746 -6.010 -0.3 0.1 -1.1
C 1.460 -2.996 -3.458 0.6 -0.4 -1.3
C 6.428 3.292 -2.255 -0.2 -0.1 0.5
C 1.501 4.782 3.259 -0.2 0.5 1.2
C -0.958 6.835 -3.595 1.2 -0.2 -0.3
C -0.472 4.407 -3.932 0.0 0.8 -1.4
C -1.849 -6.211 4.767 1.4 -0.7 0.6
C 3.415 -3.947 2.026 0.5 1.6 -0.9
C -4.509 -3.750 -1.872 -1.8 0.7 -0.9
C 4.020 -3.661 -0.325 0.7 0.3 0.0
C 3.876 -0.037 -1.731 -0.8 0.9 -1.0
C 4.041 2.922 -4.110 2.6 -0.3 1.3
C -2.272 -5.105 3.872 -1.7 1.3 0.2
C 0.360 7.385 -4.178 -0.2 -0.1 -0.3
C 1.123 6.125 0.881 0.5 -0.4 -0.4
C 1.817 -4.501 0.219 0.3 -0.3 0.5
C -0.646 -0.364 1.765 0.8 0.4 1.0
C 2.988 -2.481 2.349 -1.1 -0.5 0.8
C 5.049 2.726 -1.814 1.1 0.6 -1.7
C 3.362 1.108 -2.650 1.5 -0.3 0.0
C -6.047 -1.869 -1.194 0.0 -0.3 -0.4
C 0.061 5.135 1.258 -0.4 -1.5 1.7
C -1.714 -1.479 -4.559 -0.6 -0.6 -0.7
C -0.157 1.039 -4.383 -0.1 -0.7 -0.8
C 4.448 -4.417 -1.579 -1.2 0.6 -0.5
C -3.543 1.267 6.947 0.1 0.5 -1.4
C -1.711 -0.697 7.950 -0.2 0.7 -1.5
C -0.553 3.829 -2.560 0.3 -0.2 0.9
C -1.744 -5.710 6.223 -1.3 0.5 0.3
C 0.353 -2.732 -4.487 -0.7 0.8 1.6
C -2.719 5.170 -3.927 -0.3 0.5 -0.5
C -0.945 -1.669 -0.307 -0.4 0.2 -1.3
C 0.770 4.023 2.203 0.1 1.1 -2.0
C -0.581 -1.211 8.737 -0.1 -0.7 2.0
C 0.376 -0.976 -0.664 -0.2 0.4 1.6
C 0.504 0.815 5.216 -1.3 0.8 0.0
C 4.381 2.256 -5.425 -1.4 0.2 -0.5
C -2.327 0.778 6.124 -0.4 -0.1 1.1
C -1.130 -1.687 1.208 0.4 -0.1 -0.4
C -5.859 -4.134 -2.611 0.7 0.7 0.7
C -0.041 -0.114 6.273 0.6 0.2 1.0
C 0.961 -5.404 1.047 -0.3 -1.6 1.5
C -1.149 -4.320 6.242 1.2 0.2 -1.1
H 4.534 3.613 -1.445 -0.9 -0.1 0.1
H -1.611 -2.618 -6.466 0.2 -0.2 0.4
H 4.781 -0.468 -2.159 0.2 0.3 0.2
H -0.276 1.053 4.492 0.4 -0.1 -0.5
H -2.120 -1.939 1.587 -0.2 0.2 -0.4
H -0.821 -2.685 -0.683 -0.4 -0.2 -0.1
H 0.558 -0.390 -5.990 -0.4 0.2 -0.3
H 4.908 -3.219 0.126 0.1 -0.2 0.5
H -1.787 -1.205 -0.821 0.0 0.0 -0.1
H -0.044 -5.562 0.656 0.2 -0.2 -0.7
H 0.804 -0.083 6.961 -0.2 -0.4 0.5
H 2.364 4.252 3.662 0.1 0.1 -0.2
H -2.333 -0.654 -4.205 0.5 0.5 0.1
H 4.756 3.745 -4.094 -0.4 0.4 0.3
H 3.043 3.337 -3.972 -0.3 -0.2 -0.3
H 5.446 2.085 -5.581 -0.1 -0.2 0.4
H 1.226 -3.586 0.271 0.6 0.9 -0.4
H 4.052 2.937 -6.210 0.0 0.0 -0.3
H -2.983 4.134 -4.140 0.8 -0.3 -0.4
H -0.129 -0.592 2.696 0.6 0.2 -0.1
H -4.217 0.438 7.162 0.1 0.2 0.4
H 0.570 1.847 -4.297 -0.1 0.0 -0.4
H 3.142 -0.842 -1.770 -0.1 0.0 0.6
H -2.502 -0.270 8.568 0.1 -0.2 0.1
H -0.087 -1.142 5.916 -0.4 -0.3 -0.3
H -0.500 4.555 -1.748 -0.1 0.4 -0.2
H -3.651 -4.003 -2.495 0.0 0.0 0.3
H -3.317 1.907 7.800 0.3 -0.4 0.2
H -6.385 -0.833 -1.225 0.5 0.1 0.0
H 0.703 1.754 5.731 0.3 0.2 -0.2
H 3.518 -4.616 -2.113 0.0 -0.7 -0.1
H -1.472 3.264 -2.400 0.2 -0.2 0.0
H -0.765 3.684 -4.693 0.1 -0.4 0.2
H -2.505 -7.076 4.671 0.0 0.1 0.1
H 0.258 7.467 -5.260 0.1 -0.2 -0.1
H -2.720 -0.007 5.478 0.1 -0.6 -0.1
H 0.332 3.216 -2.393 -0.3 -0.4 0.1
H 5.192 2.037 -0.981 0.0 0.0 -0.2
H -3.699 6.102 -5.753 0.7 -0.6 -0.1
H 1.733 -4.039 -3.617 0.1 -0.2 0.3
H 5.036 -5.329 -1.473 -0.1 0.2 0.3
H 6.860 3.780 -1.381 0.5 -0.3 0.1
H 0.621 8.385 -3.832 -0.3 0.0 0.3
H 0.776 7.125 0.620 0.0 -0.1 0.1
H -3.359 -5.036 3.874 -0.2 0.1 0.2
H -0.518 4.639 0.479 0.6 0.1 -0.4
H 1.642 3.589 1.714 -0.6 -0.6 -1.1
H 3.387 -1.596 1.854 0.4 -0.5 -0.3
H -3.149 -1.914 -6.125 -0.2 0.0 0.2
H 0.834 5.003 4.092 0.2 0.8 0.0
H -2.041 -5.164 2.808 0.8 0.3 0.3
H -0.244 -0.478 9.469 0.6 0.4 -0.5
H -6.315 -2.297 -0.228 -0.1 0.0 -0.1
H -3.830 7.028 -4.353 0.1 0.0 0.4
H -0.710 5.644 1.836 0.0 0.0 0.4
H 4.928 -3.723 -2.269 0.5 0.0 0.2
H -2.135 -1.494 7.340 -0.5 -0.5 0.0
H 0.060 3.242 2.474 0.2 0.2 0.4
H 3.786 1.350 -5.531 0.3 -0.3 -0.3
H 3.038 0.685 -3.601 -0.1 0.0 0.0
H 2.393 -2.470 -3.664 -0.1 0.4 0.3
H -4.538 -4.312 -0.939 0.5 0.1 0.0
H 1.905 -2.352 2.349 -0.3 -0.1 -0.5
H 1.496 -0.213 -4.544 0.0 -0.9 0.2
H -0.566 0.907 -3.381 0.1 -0.3 0.1
H 1.121 -2.878 -2.428 0.0 0.2 -0.2
H 3.435 -2.785 -0.607 -0.1 0.3 -0.4
H -2.897 5.220 -2.853 -0.2 0.4 0.4
H 2.923 -4.572 2.772 0.0 -0.3 -0.4
H -2.746 -5.502 6.598 -0.3 -0.8 0.3
H 1.419 0.447 4.751 -0.2 -0.1 0.0
H 6.414 4.089 -2.999 -0.6 0.0 -0.1
H -5.718 -4.263 -3.684 -0.3 -0.4 0.2
H 0.552 4.664 -4.205 0.1 0.2 0.2
H 1.222 6.765 -3.930 -0.1 -0.2 -0.1
H -1.683 7.643 -3.697 -0.5 -0.5 -0.4
H -3.936 -2.006 -0.731 -0.1 0.0 0.2
H 0.214 -1.660 8.141 -0.1 0.1 0.4
H 4.021 0.401 -0.743 0.0 -0.7 0.1
H -1.013 -1.932 9.431 0.2 -0.7 -0.1
H 0.617 -0.630 -1.669 -0.5 -0.1 0.0
H -1.989 1.529 5.410 0.2 0.3 0.5
H -4.077 1.930 6.267 -0.4 0.0 0.0
H -6.329 -4.937 -2.042 -0.1 -0.2 -0.7
H -0.845 -6.534 4.490 0.1 -0.2 -0.2
H 4.489 -3.938 2.216 0.1 -0.5 0.1
H 1.458 -6.356 1.234 -0.1 -0.4 -0.5
H 3.141 -2.392 3.425 0.5 0.3 0.1
H -2.127 -2.330 -4.018 0.2 -0.2 0.4
H 0.693 -5.143 2.071 0.5 1.0 0.2
H -1.851 -0.942 -6.710 0.1 0.4 0.2
H -1.358 0.396 2.088 -0.4 -0.1 -0.7
H -1.006 1.305 -5.013 0.1 0.4 0.0
H 0.602 -2.891 -5.536 0.5 0.0 0.0
H -0.798 6.745 -2.520 -0.2 -0.4 0.4
H 1.753 -4.904 -0.792 0.3 0.3 -0.1
H -0.075 -4.377 6.069 0.1 0.1 -0.2
H -4.248 -1.526 -2.329 0.0 -0.5 -0.6
H -0.500 -2.500 1.567 0.2 0.2 0.3
H -1.213 -6.412 6.866 -0.2 0.1 0.0
H -0.355 -3.510 -4.199 -0.5 0.1 -0.4
H 1.115 -1.698 -0.316 0.6 0.4 -0.1
H -1.263 -3.649 7.094 -0.6 -0.3 0.0
H -4.738 5.548 -4.496 -0.1 0.0 0.2
H 2.522 1.653 -2.218 -0.4 0.0 0.3
H 1.708 5.689 0.072 0.4 0.3 0.1
H 7.039 2.509 -2.703 0.2 -0.1 0.4
```
Positions in Å, forces in eV/Å.

**Energy relative to the best compared isomer or geometry (same formula, charge and spin)**: 57.1 kcal per mole
**Highest occupied orbital energy**: -8.28 eV
**LUMO level**: -0.21 eV
**Charge**: 0
**Structure (SMILES)**: O=S1(=O)CCCC1.O=S1(=O)CCCC1.O=S1(=O)CCCC1.O=S1(=O)CCCC1.CCN(CC)CC.CCN(CC)CC.CCN(CC)CC.CCN(CC)CC.CCN(CC)CC

---

- The highest energy relative to the best compared isomer or geometry (same formula, charge and spin) belongs to which entry?
  C46H107N5O8S4